The following is a DFT calculation (wB97M-V/def2-TZVPD) of a 2-piece molecular cluster, CH2FNO2 overall.

Output
multiplicity: 1
relative energy (zero: lowest compared OMol25 entry of this formula, charge and spin): 67.57 kcal/mol
F_max: 3.78 eV Å⁻¹
HOMO energy (alpha / beta): -9.59 / -8.78 eV
frontier orbital gap (alpha / beta): 9.38 / 8.48 eV
E: -9367.2687 eV

Each line ends with the Löwdin charge.
Positions of all 7 atoms, in Å:
1 C -1.51984 -0.22728 0.00365  -0.35
2 N 1.29678 0.06195 -0.06118  -0.04
3 O -2.54581 0.27452 -0.09842  0.20
4 O 0.33408 0.98853 0.15545  -0.15
5 F -1.17897 -1.42923 0.07618  0.20
6 H 1.78140 0.03460 0.77726  0.06
7 H 1.83236 0.29692 -0.85293  0.07